No. 1
{"formula": "C2H10NS", "method": "ωB97M-V/def2-TZVPD", "total_charge": 1, "lumo_ev": -3.93, "gap_ev": 8.85, "total_energy_ev": -14554.5136, "e_homo_ev": -12.78, "elements": ["N", "H", "H", "H", "H", "C", "S", "C", "H", "H", "H", "H", "H", "H"], "positions_angstrom": [[-0.56, 0.25, -2.62], [-0.27, -0.25, -3.47], [-1.50, -0.10, -2.42], [-0.76, 1.19, -2.94], [-0.02, 0.07, -1.73], [0.34, -1.55, 0.58], [0.29, 0.29, 0.32], [-0.15, 0.81, 1.97], [-0.50, -2.07, 0.14], [1.28, -1.90, 0.16], [0.35, -1.72, 1.66], [0.71, 0.66, 2.61], [-0.92, 0.19, 2.42], [-0.49, 1.85, 1.96]], "mulliken_charge": [-0.4181, 0.3959, 0.4291, 0.3754, 0.1185, -0.8785, -0.0941, -0.9088, 0.3280, 0.3458, 0.3192, 0.3508, 0.3157, 0.3211]}

No. 2
{"formula": "C2H10NS2", "method": "ωB97M-V/def2-TZVPD", "total_charge": 1, "lumo_ev": -3.45, "gap_ev": 9.45, "total_energy_ev": -25389.9596, "e_homo_ev": -12.90, "elements": ["C", "N", "H", "H", "H", "H", "H", "H", "C", "S", "S", "H", "H", "H", "H"], "positions_angstrom": [[1.13, -2.30, -2.47], [0.61, -1.90, -1.11], [0.82, -1.56, -3.19], [0.66, -3.24, -2.70], [2.21, -2.34, -2.39], [-0.20, -2.35, -0.68], [1.30, -2.16, -0.39], [0.49, -0.89, -0.87], [-1.37, 2.44, 0.34], [-0.33, 0.96, -0.06], [0.00, 0.12, 1.82], [-1.98, 2.60, -0.54], [-1.98, 2.19, 1.21], [-0.76, 3.31, 0.58], [1.30, 0.37, 1.95]], "mulliken_charge": [-0.6994, -0.1591, 0.3038, 0.3371, 0.3072, 0.4316, 0.4253, 0.0098, -0.7958, -0.0785, -0.2248, 0.2914, 0.3286, 0.3139, 0.2089]}

No. 3
{"formula": "C2H10NSi", "method": "ωB97M-V/def2-TZVPD", "total_charge": 1, "lumo_ev": -3.80, "gap_ev": 11.76, "total_energy_ev": -11595.6398, "smiles": "C[C@@H]([NH3+])[SiH3]", "e_homo_ev": -15.56, "elements": ["C", "C", "N", "Si", "H", "H", "H", "H", "H", "H", "H", "H", "H", "H"], "positions_angstrom": [[-0.50, -1.36, -0.68], [0.37, -0.29, 0.09], [0.88, 0.87, -0.83], [-0.54, 0.61, 1.54], [0.06, -2.20, -1.14], [-0.81, -1.86, 0.17], [-1.32, -1.00, -1.23], [1.08, -0.94, 0.53], [0.95, 0.54, -1.75], [1.68, 1.43, -0.56], [-0.02, 1.48, -0.94], [-1.90, 0.86, 0.96], [0.32, 1.81, 1.65], [-0.44, -0.38, 2.65]], "mulliken_charge": [-1.3112, -0.1861, -0.3622, 0.3389, 0.3617, 0.4192, 0.3988, 0.3636, 0.3553, 0.3147, 0.4288, -0.0302, -0.0684, -0.0229]}